(1)
Density functional theory data (ωB97M-V/def2-TZVPD) for a molecular structure, C33H46F24N8O17S8.

```
136
Properties=species:S:1:pos:R:3:lowdin_charge:R:1
C 3.4068 -13.4211 9.7849 -0.034
C 2.3672 -14.3777 9.1794 -0.231
C 1.1327 -14.4811 10.1302 -0.183
O 0.1903 -15.4192 9.6557 -0.186
C -1.0854 -15.2138 10.3020 -0.073
N 1.9547 -13.7862 7.7931 0.249
H 1.5147 -12.8853 7.9149 0.073
H 2.7696 -13.5583 7.2416 0.108
H 1.4465 -14.4407 7.2157 0.170
H 4.2555 -13.5499 9.1132 0.059
H 3.7845 -13.6302 10.7858 0.082
H 3.0648 -12.3869 9.8238 0.089
H 2.8231 -15.3623 9.0754 0.135
H 0.6344 -13.5117 10.1394 0.106
H 1.4882 -14.8885 11.0767 0.145
H -1.7715 -16.0034 9.9956 0.091
H -1.4854 -14.2553 9.9713 0.082
H -1.0493 -15.2766 11.3896 0.092
C 7.2808 -9.5139 5.4058 -0.084
C 8.0574 -10.4719 6.2983 -0.220
C 7.3229 -10.9007 7.6084 -0.102
N 8.1951 -11.2262 8.8308 -0.222
C 7.2209 -11.6404 9.9691 -0.076
C 7.9212 -11.8054 11.3813 -0.115
C 8.9317 -10.6006 11.6691 -0.178
C 9.8920 -10.1835 10.5582 -0.150
C 9.0222 -9.9549 9.2851 -0.055
C 9.1100 -12.4271 8.5582 0.036
H 7.9161 -8.9835 4.6966 0.076
H 6.8594 -8.6641 5.9428 0.087
H 6.5887 -10.0728 4.7758 0.071
H 9.0582 -10.0542 6.4083 0.097
H 8.1634 -11.3846 5.7119 0.090
H 6.6916 -11.7674 7.4125 0.110
H 6.7406 -10.0490 7.9603 0.130
H 6.5012 -10.8219 9.9831 0.131
H 6.6642 -12.5435 9.7188 0.091
H 7.2032 -11.8010 12.2014 0.104
H 8.4990 -12.7283 11.4331 0.069
H 8.5309 -9.7002 12.1347 0.116
H 9.5934 -10.9914 12.4421 0.092
H 10.4961 -9.3191 10.8339 0.124
H 10.6235 -10.9903 10.5156 0.102
H 8.2913 -9.1578 9.4218 0.136
H 9.5179 -9.6172 8.3750 0.107
H 9.5817 -12.7796 9.4754 0.085
H 9.8347 -12.0219 7.8520 0.107
H 8.4581 -13.2187 8.1891 0.069
C 10.5404 -17.1030 12.2474 0.073
N 10.6429 -16.7245 10.7882 -0.038
C 11.2014 -15.5552 10.5019 -0.008
C 11.4471 -15.2453 9.2071 0.023
C 11.3265 -16.2055 8.1751 -0.133
C 10.8083 -17.4698 8.5481 0.083
C 10.3666 -17.6622 9.8747 0.026
C 11.9584 -15.9858 6.9035 -0.143
C 13.1038 -15.1648 6.7518 0.084
C 13.6354 -14.9373 5.4725 -0.018
N 12.9412 -15.1928 4.4148 -0.124
C 11.7952 -15.8941 4.5018 0.061
C 11.3686 -16.4133 5.7574 0.086
C 13.4339 -14.8279 3.0790 0.047
H 10.2149 -16.2530 12.8471 0.085
H 11.5088 -17.5206 12.5228 0.113
H 9.8419 -17.9360 12.3271 0.114
H 11.4576 -14.9162 11.3340 0.147
H 11.9442 -14.3043 9.0232 0.117
H 10.8957 -18.2667 7.8244 0.111
H 9.9308 -18.5992 10.1886 0.129
H 13.5385 -14.6972 7.6229 0.125
H 14.6009 -14.4734 5.3350 0.150
H 11.3070 -16.1214 3.5656 0.150
H 10.4714 -16.9939 5.9134 0.133
H 14.5207 -14.7828 3.1502 0.108
H 12.8937 -13.9201 2.8104 0.123
H 13.3286 -15.7467 2.5020 0.114
C 3.5008 -11.5609 5.0570 -0.705
F 3.8212 -11.2806 3.7607 0.127
F 2.8848 -12.6967 5.1553 0.152
F 4.6348 -11.5845 5.6862 0.150
S 2.3127 -10.2409 5.7209 0.723
O 3.1882 -9.0987 6.0525 -0.314
O 1.4207 -9.9504 4.6074 -0.277
N 1.5650 -11.0610 7.1060 -0.324
S 1.0943 -9.8517 7.9144 0.504
O 2.0465 -9.2635 8.7863 -0.277
O 0.2205 -8.8926 7.2203 -0.310
C -0.2781 -10.7442 8.9766 -0.565
F -1.3131 -9.9498 9.3582 0.130
F -0.6477 -11.9366 8.4033 0.077
F 0.3672 -11.0268 10.1165 0.081
C 12.5745 -12.8095 14.2045 -0.591
F 12.0347 -12.8490 12.9928 0.112
F 13.9318 -13.0704 14.1642 0.085
F 12.5322 -11.5466 14.7153 0.085
S 11.6965 -13.9022 15.5365 0.706
O 11.4687 -15.2379 14.9234 -0.346
O 12.6149 -13.9186 16.6608 -0.287
N 10.3048 -12.9293 15.8426 -0.300
S 9.1313 -13.5019 15.0089 0.565
O 9.4528 -13.5955 13.5715 -0.376
O 8.5240 -14.6670 15.6162 -0.308
C 7.7016 -12.1681 15.2684 -0.651
F 7.8171 -11.6757 16.4811 0.156
F 7.8742 -11.1746 14.4528 0.143
F 6.4721 -12.7093 15.0349 0.116
C 6.5717 -15.1863 11.6039 -0.616
F 7.8696 -14.9623 11.6451 0.127
F 6.2247 -15.9999 12.6788 0.122
F 5.8796 -14.0797 11.6380 0.152
S 6.2503 -16.1606 9.9685 0.706
O 7.1883 -17.2352 10.0672 -0.285
O 4.8383 -16.5485 9.9785 -0.289
N 6.5765 -15.0108 8.6708 -0.306
S 7.0135 -15.8422 7.4729 0.570
O 8.4789 -16.0667 7.3357 -0.329
O 6.1985 -17.0927 7.2657 -0.315
C 6.5082 -14.6793 6.0611 -0.529
F 7.3621 -13.5955 6.0879 0.060
F 6.7316 -15.2275 4.8483 0.128
F 5.1337 -14.4302 6.1863 0.066
C 12.8599 -20.7163 10.2547 -0.598
F 13.5737 -20.1145 9.2753 0.108
F 13.7297 -21.1877 11.1526 0.136
F 12.1539 -19.7319 10.8681 0.074
S 11.6761 -22.1219 9.6150 0.721
O 12.3996 -22.7643 8.5116 -0.311
O 11.5299 -23.1093 10.6968 -0.304
N 10.2085 -21.1919 9.2998 -0.305
S 10.0256 -21.3033 7.7895 0.528
O 10.9675 -20.5559 6.9794 -0.343
O 9.7859 -22.7064 7.3513 -0.323
C 8.3250 -20.4128 7.6052 -0.640
F 8.1171 -20.1161 6.3551 0.163
F 7.3131 -21.1703 8.0950 0.126
F 8.3238 -19.2584 8.3033 0.086
```

Values from the calculation:
* HOMO level: -0.3336 hartree
* ΔE to the lowest compared entry with this formula, charge and spin: 155.4 kJ/mol
* HOMO-LUMO gap: 5.57 eV


(2)
Density functional theory data (ωB97M-V/def2-TZVPD) for 3 unconnected molecules or ions with the total composition C25H48F3N2O8S2Si.

```
89
Properties=species:S:1:pos:R:3:lowdin_charge:R:1
C 4.1343 -4.3832 2.2809 -0.006
C 2.6574 -4.5413 1.6422 -0.408
O 1.6928 -4.6621 2.4307 0.039
O 2.5383 -4.5820 0.2107 -0.076
C 1.4561 -3.6826 -0.1754 -0.185
C 1.7524 -2.8400 -1.5213 -0.146
C 1.7929 -1.2350 -1.2077 -0.195
C 2.7440 -0.3966 -2.1660 -0.171
C 3.7800 0.6451 -1.4839 -0.353
C 4.5871 1.1205 -2.8284 -0.556
O 5.7860 0.7804 -3.0897 -0.093
O 3.9196 1.8704 -3.8067 -0.206
N 3.2375 1.7783 -0.7447 -0.147
C 3.8992 3.0935 -0.8938 -0.199
C 5.4212 3.2420 -0.4278 -0.154
C 5.6855 3.1035 1.1535 -0.273
N 4.6357 2.3623 1.9165 -0.020
C 1.8117 2.0406 -0.6770 -0.163
C 1.3706 2.2254 0.8947 -0.042
C -0.0705 1.5568 1.1986 -0.385
F -0.5146 2.0522 2.4808 0.016
F -1.0354 1.8433 0.2057 0.053
F 0.1656 0.1686 1.3931 0.046
Si 4.9443 -0.5054 -0.4124 0.618
C 4.2151 -0.8073 1.3722 -0.196
C 6.7218 0.0859 -0.1464 -0.213
C 5.0937 -2.2962 -1.1682 -0.185
H 4.5925 -5.4429 2.2203 0.095
H 4.7726 -3.6415 1.6993 0.058
H 4.0958 -4.0410 3.3738 0.094
H 1.1344 -2.9460 0.6331 0.122
H 0.5336 -4.3529 -0.3715 0.130
H 2.6586 -3.2006 -2.1079 0.098
H 0.8410 -3.0371 -2.2061 0.113
H 1.8964 -1.0672 -0.0859 0.079
H 0.7079 -0.9002 -1.4469 0.111
H 3.2602 -1.1269 -2.8964 0.120
H 2.0826 0.2584 -2.8551 0.125
H 3.7799 3.5795 -1.9395 0.130
H 3.3360 3.8305 -0.1933 0.118
H 5.7031 4.3403 -0.6750 0.113
H 6.0997 2.6158 -1.0927 0.087
H 5.7077 4.1746 1.5956 0.103
H 6.7562 2.7037 1.3240 0.100
H 4.2159 3.0380 2.5783 0.070
H 5.0743 1.6247 2.4946 0.058
H 1.5637 3.0681 -1.1546 0.134
H 1.0498 1.3329 -1.1115 0.107
H 2.0953 1.7292 1.6163 0.097
H 1.2475 3.3380 1.1212 0.119
H 3.6060 -1.7893 1.2869 0.011
H 5.0607 -0.9813 2.1183 0.038
H 3.4688 -0.0069 1.6853 0.011
H 7.3880 -0.8624 -0.0776 0.039
H 6.7920 0.5411 0.9167 0.019
H 7.2019 0.7288 -0.9480 0.034
H 4.3929 -3.0352 -0.6444 0.012
H 6.1635 -2.6658 -0.9183 0.037
H 5.0229 -2.3057 -2.3047 0.044
C -6.1046 1.1383 -1.3790 -0.246
C -5.1447 1.6237 -0.2915 -0.212
C -3.7431 1.1379 -0.6651 -0.220
S -3.7205 1.0011 -2.4492 0.670
O -3.5652 -0.3909 -2.8025 -0.317
O -2.8715 2.0345 -2.9962 -0.321
C -5.4260 1.4621 -2.7036 -0.231
H -7.0829 1.6196 -1.3013 0.108
H -6.2505 0.0581 -1.2864 0.079
H -5.1576 2.7184 -0.2560 0.117
H -5.4371 1.2603 0.6970 0.107
H -2.9772 1.8408 -0.3475 0.077
H -3.5376 0.1506 -0.2480 0.114
H -5.8398 0.9076 -3.5455 0.108
H -5.4545 2.5348 -2.9090 0.105
C -9.7676 -0.0269 1.9922 -0.223
C -8.7709 -0.7244 2.9203 -0.218
C -8.2248 -1.9435 2.1743 -0.221
S -8.3175 -1.5468 0.4317 0.682
O -9.2710 -2.4340 -0.1924 -0.313
O -6.9807 -1.3635 -0.0871 -0.326
C -9.0819 0.0529 0.6346 -0.233
H -10.0414 0.9633 2.3619 0.116
H -10.6817 -0.6245 1.9158 0.120
H -7.9506 -0.0384 3.1553 0.118
H -9.2345 -1.0160 3.8653 0.115
H -7.1883 -2.1493 2.4432 0.107
H -8.8377 -2.8288 2.3518 0.106
H -9.7737 0.2413 -0.1860 0.113
H -8.2885 0.8038 0.6381 0.095
```

Values from the calculation:
* HOMO level: -0.1519 hartree
* HOMO-LUMO gap: 5.67 eV
* total charge: -1


What is the HOMO level in the first record?
-0.3336 hartree


Among the records above, which one has the lowest HOMO-LUMO gap?
C33H46F24N8O17S8